C6H11NO2 | ωB97M-V with the def2-TZVPD basis set

The geometry in XYZ format:
```
20
Properties=species:S:1:pos:R:3:forces:R:3:nbo_charge:R:1
O -0.155 0.244 0.759 3.17 1.99 1.97 -0.76
O 1.132 2.352 0.799 -0.44 1.03 -0.34 -0.63
N -0.717 -0.047 -1.383 -0.54 -0.13 0.65 -0.71
C 1.212 -2.193 0.844 -0.54 -0.09 0.19 -0.35
C 0.168 -2.850 -1.307 0.10 0.07 -0.02 -0.64
C -0.184 -0.519 -0.319 0.61 -0.29 -1.17 0.55
C 0.066 2.680 0.258 0.32 -1.72 0.95 0.51
C 0.458 -1.870 -0.204 -0.29 -0.22 0.11 -0.09
C -1.020 3.373 0.990 0.24 0.88 -0.31 -0.73
H -0.908 -2.960 -1.461 0.00 0.01 0.01 0.22
H 0.577 -3.829 -1.068 0.04 0.01 -0.04 0.22
H -0.643 3.879 1.876 -0.07 -0.03 0.02 0.23
H -0.897 -0.749 -2.092 0.47 -0.09 -0.06 0.34
H -0.222 2.190 -0.686 0.22 0.52 -0.21 0.18
H 0.879 0.853 1.003 -3.59 -1.98 -1.46 0.54
H -1.760 2.619 1.264 0.11 -0.16 -0.03 0.27
H -1.523 4.070 0.318 -0.08 0.10 0.09 0.23
H 1.583 -3.201 0.972 0.24 -0.01 -0.21 0.19
H 1.352 -1.533 1.688 0.03 0.19 -0.11 0.21
H 0.603 -2.508 -2.248 -0.01 -0.07 -0.04 0.22
```
Forces are in eV/Å.

Charge = 0
E_tot = -11983.0802 eV
Kohn-Sham gap = 9.81 eV
Highest occupied orbital energy = -9.5 eV
Energy relative to the best compared isomer or geometry (same formula, charge and spin) = 307.6 kJ/mol